Molecular formula: C27H52BrF6NO4PS
Method: DFT, ωB97M-V/def2-TZVPD

Results
LUMO = 1.8 eV
Highest occupied orbital energy = -6.719 eV

```
! RIJCOSX wB97M-V def2-TZVPD def2/J DEFGRID3
* xyz -1 1
C -4.52 6.30 2.51
C -3.77 6.14 1.03
C -2.42 7.06 1.10
C -1.60 7.21 -0.31
C -0.01 6.85 -0.10
C 0.40 5.33 -0.57
C -0.65 4.19 0.01
C -0.32 4.03 1.61
C 0.04 2.42 1.87
C 1.65 2.12 1.89
C 2.21 1.42 0.48
C 2.04 -0.24 0.63
C 0.94 -0.68 -0.55
C 1.67 -0.61 -1.99
N 3.07 -1.26 -2.04
C 4.16 -0.21 -2.12
C 3.19 -2.23 -3.20
C 3.82 -1.83 -4.70
O 2.82 -3.53 -3.09
O 0.97 -1.13 -3.15
S -0.68 -0.75 -3.21
O -0.77 0.79 -2.89
O -1.54 -1.65 -2.03
C -0.73 -2.71 -1.43
C 0.12 -2.05 -0.20
C 1.28 -3.18 0.20
C 0.65 -4.71 0.35
C 1.21 -5.66 -0.88
Br 1.09 -7.64 -0.47
C -0.72 -1.78 1.18
C -2.34 -1.91 1.10
C -3.11 -0.54 0.54
C -4.39 -0.87 -0.42
C -5.43 -2.00 0.16
H -5.09 7.34 2.60
H -3.67 6.26 3.31
H -5.23 5.37 2.71
H -3.55 4.97 0.91
H -4.50 6.43 0.15
H -2.75 8.15 1.45
H -1.75 6.63 1.98
H -1.99 6.48 -1.17
H -1.65 8.32 -0.70
H 0.21 6.97 1.07
H 0.63 7.66 -0.65
H 1.44 5.09 -0.05
H 0.46 5.19 -1.74
H -0.41 3.14 -0.49
H -1.77 4.43 -0.24
H 0.58 4.70 1.99
H -1.28 4.38 2.20
H -0.59 1.72 1.17
H -0.37 2.21 2.98
H 1.86 1.45 2.84
H 2.19 3.16 2.11
H 3.32 1.76 0.35
H 1.54 1.87 -0.39
H 3.06 -0.81 0.55
H 1.64 -0.40 1.71
H 0.13 0.20 -0.52
H 1.89 0.55 -2.21
H 4.33 0.37 -1.11
H 5.18 -0.80 -2.31
H 4.01 0.53 -3.04
H 4.89 -2.35 -4.79
H 3.12 -2.36 -5.50
H 3.91 -0.67 -4.86
H -0.06 -3.31 -2.22
H -1.50 -3.54 -1.05
H 1.70 -2.92 1.29
H 2.13 -3.26 -0.59
H 1.10 -5.18 1.34
H -0.51 -4.73 0.48
H 2.38 -5.44 -0.95
H 0.76 -5.40 -1.93
H -0.35 -2.55 2.01
H -0.51 -0.70 1.65
H -2.76 -2.88 0.58
H -2.71 -1.99 2.24
H -3.42 0.15 1.47
H -2.28 0.08 -0.03
H -4.11 -1.18 -1.52
H -5.02 0.14 -0.53
H -5.98 -2.46 -0.79
H -4.93 -2.90 0.72
H -6.28 -1.58 0.85
F 2.56 -8.03 2.43
P 3.46 -9.28 2.19
F 4.40 -10.26 2.96
F 3.11 -10.46 1.24
F 4.68 -8.43 2.66
F 3.72 -8.75 0.75
F 2.31 -9.76 3.12
*
```

Molecular formula: C4H9N3
Method: DFT, ωB97M-V/def2-TZVPD

Results
ΔE to the lowest compared entry with this formula, charge and spin = 306.8 kJ/mol
LUMO = 1.0 eV
Highest occupied orbital energy = -7.697 eV

```
! RIJCOSX wB97M-V def2-TZVPD def2/J DEFGRID3
* xyz 0 1
C -0.50 -0.91 -1.85
C -0.71 -0.90 1.22
C -0.18 -0.10 -0.62
N -0.12 -0.36 2.29
N 1.28 1.67 0.31
C 0.85 0.78 -0.67
N -1.31 0.05 0.36
H 0.19 -1.00 3.02
H -0.23 0.63 2.56
H -2.07 -0.44 -0.11
H 2.29 1.71 0.41
H 0.81 1.55 1.20
H 1.46 0.79 -1.56
H 0.31 -0.94 -2.58
H -0.68 -1.96 -1.62
H -1.38 -0.56 -2.37
*
```

Molecular formula: C23H28BiNO2
Method: DFT, ωB97M-V/def2-TZVPD

Results
ΔE to the lowest compared entry with this formula, charge and spin = 37.1 kJ/mol
LUMO (alpha / beta) = -0.6 / -0.6 eV
Highest occupied orbital energy (alpha / beta) = -7.153 / -7.153 eV

```
! RIJCOSX wB97M-V def2-TZVPD def2/J DEFGRID3
* xyz 0 1
C 1.92 0.12 1.55
C 2.24 -0.52 0.33
C 2.20 0.42 -0.71
H 2.50 -1.58 0.22
C 1.93 1.69 -0.17
C 1.84 1.55 1.27
H 1.92 2.64 -0.71
C -1.20 -1.41 1.22
C -0.15 -2.20 0.63
C -0.40 -2.32 -0.75
H 0.69 -2.64 1.16
C -1.63 -1.66 -1.04
C -2.11 -1.07 0.14
H 2.36 0.20 -1.76
H 1.97 2.34 2.01
H 1.98 -0.33 2.54
H -3.03 -0.50 0.23
H 0.23 -2.83 -1.48
H -1.41 -1.36 2.29
Bi -0.49 1.05 1.58
C -2.35 -1.63 -2.37
C -3.76 -2.20 -2.21
C -1.65 -2.48 -3.44
H -3.71 -3.28 -2.00
H -4.29 -2.08 -3.16
H -4.34 -1.72 -1.41
H -1.67 -3.53 -3.15
H -0.61 -2.15 -3.59
H -2.20 -2.36 -4.38
C -2.46 -0.14 -2.79
C -1.19 0.47 -3.34
H -2.79 0.48 -1.94
H -3.25 -0.04 -3.55
O -0.08 -0.07 -3.28
N -1.40 1.67 -3.95
C -0.37 2.61 -4.37
H -2.34 2.06 -3.85
C 1.00 2.03 -4.59
C 2.10 2.69 -4.04
H 1.92 3.64 -3.53
C 3.38 2.14 -4.11
H 4.22 2.65 -3.63
C 3.59 0.93 -4.79
H 4.58 0.48 -4.83
C 2.49 0.28 -5.39
H 2.62 -0.68 -5.89
C 1.22 0.86 -5.32
H 0.40 0.36 -5.85
H -0.31 3.39 -3.60
H -0.73 3.10 -5.29
C 0.14 0.18 4.82
O -0.28 0.75 3.62
H -0.66 0.34 5.56
H 1.04 0.68 5.19
H 0.32 -0.90 4.72
*
```

Molecular formula: C14H21N4O4RhSSe2
Method: DFT, ωB97M-V/def2-TZVPD

Results
<S²> = 6.031
LUMO (alpha / beta) = 0.2 / -1.8 eV
Highest occupied orbital energy (alpha / beta) = -5.598 / -8.092 eV

```
! RIJCOSX wB97M-V def2-TZVPD def2/J DEFGRID3
* xyz 0 5
Rh 0.15 0.36 0.57
C 4.17 -0.88 1.44
C 2.74 -0.47 1.54
N 2.21 0.42 0.69
N 2.98 1.04 -0.25
C 2.61 2.25 -0.67
N 3.34 2.82 -1.66
S 1.29 3.05 0.01
C 1.83 -0.92 2.52
C 2.12 -1.90 3.50
C 1.18 -2.25 4.42
C -0.08 -1.62 4.41
C -0.33 -0.70 3.42
N 0.56 -0.36 2.48
H 4.80 -0.01 1.28
H 4.32 -1.56 0.60
H 4.51 -1.38 2.35
H 3.65 0.49 -0.77
H 3.89 2.23 -2.28
H 2.91 3.62 -2.09
H 3.09 -2.39 3.49
H 1.39 -3.02 5.15
H -0.84 -1.85 5.14
H -1.29 -0.21 3.35
O -3.88 2.58 -3.07
C -3.95 1.17 -2.91
C -2.85 0.73 -1.94
C -2.87 -0.84 -1.95
O -2.71 -1.46 -0.70
C -1.53 1.30 -2.47
Se 0.10 0.50 -1.76
C -3.18 1.34 -0.58
Se -2.12 0.81 0.97
H -4.53 2.86 -3.73
H -3.80 0.66 -3.87
H -4.93 0.87 -2.51
H -2.11 -1.18 -2.66
H -3.84 -1.16 -2.33
H -1.78 -1.76 -0.56
H -1.49 2.37 -2.28
H -1.47 1.14 -3.55
H -4.20 1.07 -0.29
H -3.12 2.42 -0.64
O 1.63 -1.94 -1.12
C 0.77 -2.54 -0.46
O -0.20 -2.05 0.20
H 0.83 -3.65 -0.43
*
```

Molecular formula: C9H17N4
Method: DFT, ωB97M-V/def2-TZVPD

Results
ΔE to the lowest compared entry with this formula, charge and spin = 169.5 kJ/mol
LUMO = -3.0 eV
Highest occupied orbital energy = -11.988 eV

```
! RIJCOSX wB97M-V def2-TZVPD def2/J DEFGRID3
* xyz 1 1
C -1.48 -1.08 -1.66
C -2.06 -0.51 -0.35
C -0.74 -0.29 -2.46
C 0.34 0.24 2.97
C 1.48 -0.52 3.41
C 1.39 -0.12 1.96
C -0.69 1.50 -0.83
C 1.66 -1.08 -0.34
C 1.21 -1.17 0.91
N -1.44 0.76 0.05
N -0.53 1.06 -2.08
N -0.17 -0.56 -3.68
N -0.14 2.69 -0.44
H -1.62 -2.22 -1.86
H -3.07 -0.41 -0.46
H -0.58 -0.44 2.99
H 0.24 1.24 3.23
H 2.21 0.08 3.95
H 1.54 -1.60 3.41
H 2.06 0.60 1.75
H 2.13 -0.23 -0.58
H -2.04 -1.10 0.59
H 1.59 -1.91 -0.94
H 0.86 -2.01 1.35
H -1.01 0.64 0.95
H -0.13 1.52 -2.86
H -0.18 -1.58 -3.72
H -0.55 -0.12 -4.51
H 0.15 3.40 -1.07
H -0.43 3.24 0.32
*
```

no.,F_max (eV/A)
1,8.70
2,2.18
3,1.74
4,0.85
5,4.67